Density functional theory data (wB97M-V/def2-TZVPD) for C57H60BCl4IN13O2RbS2Si as an isolated structure.

The geometry in XYZ format:
```
142
Properties=species:S:1:pos:R:3:forces:R:3
Rb -0.08279 -0.66000 0.44552 0.4 -0.2 0.0
C -0.46067 3.55655 -1.81075 0.0 0.0 0.0
C 0.95628 3.18607 -2.10377 0.0 0.0 0.1
C 1.91095 3.91210 -2.84310 0.0 0.0 0.0
C 3.04342 3.12627 -2.82506 0.1 0.0 0.1
C 4.37632 3.37830 -3.45036 0.0 0.0 0.0
N 2.75200 2.02055 -2.10511 0.0 0.0 0.1
N 1.46838 2.05060 -1.66509 0.0 0.0 -0.1
B 3.59362 0.75017 -1.95908 -0.2 0.1 -0.1
N 3.81077 0.35118 -0.43018 0.1 0.0 0.0
N 3.24923 0.91288 0.69873 -0.3 -0.2 0.0
C 3.53331 0.12241 1.79297 0.1 0.0 0.0
C 3.05251 0.49188 3.14384 0.0 0.0 0.0
C 4.26878 -0.92983 1.34542 0.1 0.1 0.0
C 4.41387 -0.76611 -0.04296 0.0 0.0 0.0
C 5.15542 -1.64178 -0.98664 0.0 0.0 0.0
N 2.89443 -0.42564 -2.64016 0.1 -0.1 0.2
N 1.88620 -1.05630 -1.99483 -0.3 0.1 -0.1
C 1.50786 -2.05812 -2.76857 0.0 0.0 0.0
C 0.44525 -3.01137 -2.32384 0.2 0.1 0.0
C 2.28292 -2.08441 -3.94794 0.0 0.1 0.0
C 3.16326 -1.03251 -3.82023 -0.1 0.0 0.0
C 4.24107 -0.57244 -4.74379 0.0 0.0 0.0
H -0.67306 4.57186 -2.15108 0.0 0.0 0.0
H -1.14834 2.87197 -2.30788 0.0 0.0 0.0
H -0.66309 3.49051 -0.74310 0.0 0.0 0.0
H 1.78982 4.86709 -3.32996 0.0 0.0 0.0
H 4.35306 4.33466 -3.97303 0.0 0.0 0.0
H 5.16960 3.41318 -2.70178 0.0 0.0 0.0
H 4.64184 2.59981 -4.16639 0.0 0.0 0.0
H 4.68977 0.92820 -2.42216 0.0 0.0 -0.1
H 1.96055 0.55685 3.16597 0.0 0.0 0.0
H 3.36365 -0.27134 3.85427 0.0 0.0 0.0
H 3.45461 1.46102 3.44859 0.0 0.0 0.0
H 4.62308 -1.76638 1.92014 -0.1 0.0 0.0
H 5.60294 -2.46981 -0.44164 0.0 0.0 0.0
H 4.48205 -2.06553 -1.72927 0.0 0.0 0.0
H 5.92997 -1.06837 -1.50265 0.0 0.0 0.0
H -0.29986 -2.48739 -1.72175 -0.1 -0.2 0.0
H -0.04501 -3.47951 -3.17778 0.0 0.0 0.0
H 0.87006 -3.80928 -1.70859 0.0 0.0 0.0
H 2.22358 -2.78890 -4.76159 0.0 0.0 0.0
H 4.28655 -1.23754 -5.60536 0.0 0.0 0.0
H 4.06051 0.44358 -5.10279 0.0 0.0 0.0
H 5.21709 -0.58015 -4.25412 0.0 0.0 0.0
Cl 1.42604 -3.32154 7.99721 0.0 0.0 0.0
C 0.92471 -2.30679 6.65310 0.0 0.0 0.0
C 0.36897 -1.09412 6.91396 0.0 0.0 0.0
C -0.02271 -0.25634 5.85855 0.0 0.0 0.0
I -0.89469 1.57727 6.33976 0.0 0.0 0.0
C 0.14263 -0.56078 4.49585 0.0 -0.1 0.0
O -0.14035 0.21753 3.53420 -0.2 0.0 -0.1
C 0.68883 -1.91018 4.25981 -0.1 0.1 0.0
N 0.76194 -2.29453 2.96716 0.1 0.1 -0.1
C 1.19077 -3.50149 2.67797 -0.1 0.0 0.0
C 1.63217 -4.40941 3.65994 0.0 0.0 0.0
C 1.58480 -4.03699 4.97081 0.0 0.0 0.0
C 1.08134 -2.76254 5.31705 0.0 0.0 0.0
H 0.22594 -0.77592 7.93787 0.0 0.0 0.0
H 1.20585 -3.79449 1.63760 0.0 0.0 0.0
H 1.99308 -5.38014 3.34639 -0.1 0.0 0.0
H 1.90467 -4.71013 5.75573 0.0 0.0 0.0
S -1.98852 4.36730 4.20227 0.0 0.0 0.1
C -2.50279 5.78487 4.99745 0.0 0.0 0.0
C -3.50837 6.40939 4.32111 0.0 0.0 0.0
C -3.85880 5.72306 3.13185 0.0 0.0 0.0
C -3.11783 4.58732 2.93012 -0.1 0.0 0.0
C -3.20890 3.64438 1.80862 0.0 0.0 0.0
C -2.21011 2.67181 1.56602 0.0 0.1 0.0
N -2.20673 1.87277 0.52662 0.1 -0.1 0.1
C -3.22126 1.94991 -0.35538 0.0 -0.1 0.0
C -4.31128 2.81339 -0.16358 0.0 0.0 0.0
C -5.41124 2.80621 -1.08726 0.0 0.0 0.0
C -5.40227 1.99113 -2.15951 0.0 0.0 0.0
C -4.28349 1.12853 -2.41547 0.0 0.0 0.0
C -4.24137 0.27925 -3.53080 0.0 0.0 0.0
C -3.13453 -0.50067 -3.76489 0.0 0.0 0.1
C -2.06162 -0.37849 -2.84925 0.0 0.1 -0.1
N -2.08908 0.38419 -1.78918 0.1 0.0 0.1
C -3.18632 1.11922 -1.54185 -0.1 -0.1 0.0
C -3.02229 -1.42029 -4.90210 0.1 0.0 0.0
C -1.97882 -2.24595 -5.21502 0.0 0.0 0.0
C -2.20482 -3.00939 -6.39101 0.0 0.0 0.0
C -3.41273 -2.74797 -6.95778 0.0 0.0 0.0
S -4.28481 -1.57551 -6.06676 0.0 0.0 0.0
C -4.27584 3.67257 0.94051 0.0 0.0 0.1
H -2.03641 6.08044 5.92304 0.0 0.0 0.0
H -3.97682 7.32471 4.65312 0.0 0.0 0.0
H -4.61285 6.07163 2.44099 0.0 0.0 0.0
H -1.37619 2.55528 2.25626 0.0 0.0 0.0
H -6.24475 3.47401 -0.90180 0.0 0.0 0.0
H -6.23166 1.98258 -2.85751 0.0 0.0 0.0
H -5.09115 0.25788 -4.20561 0.0 0.0 0.0
H -1.13513 -0.91550 -3.02108 0.0 0.0 0.0
H -1.07716 -2.31651 -4.62594 0.0 0.0 0.0
H -1.49829 -3.72397 -6.78653 0.0 0.0 0.0
H -3.84262 -3.17938 -7.84677 0.0 0.0 0.0
H -5.10556 4.35016 1.10587 0.0 0.0 0.0
Cl 0.77122 -6.51144 0.19922 -0.2 0.0 0.0
C 3.68160 -5.04763 -0.85712 0.4 0.1 -0.2
Cl 5.01950 -5.78539 0.00703 0.0 0.0 0.0
Cl 3.72034 -5.26753 -2.59519 0.0 0.0 0.0
C 3.16076 -3.89604 -0.35525 -0.2 -0.3 0.2
N 2.62821 -2.97336 0.13671 0.0 0.3 -0.2
N -2.89588 -0.67248 2.46564 -0.1 0.1 0.0
C -3.67307 -1.28096 1.53050 0.0 0.0 0.0
N -4.79620 -1.91394 2.02936 0.0 0.0 0.0
O -3.43787 -1.26686 0.33097 0.0 0.2 0.0
H -2.97559 -0.91615 3.43821 0.0 -0.1 0.0
H -1.96488 -0.39267 2.20254 0.0 0.1 0.3
H -5.12371 -1.68655 2.95124 0.0 0.0 0.0
H -5.49183 -2.13137 1.33837 0.0 0.0 0.0
C -2.60677 -6.57206 0.32009 -0.1 -0.1 -0.1
C -2.69512 -5.19981 -0.35587 0.0 -0.1 0.1
C -4.15034 -4.72280 -0.47169 0.0 0.0 0.0
C -2.04727 -5.25866 -1.73961 0.1 0.1 -0.1
C -1.99133 -4.22746 0.49948 0.1 -0.1 0.1
N -1.52915 -3.45746 1.21516 -0.1 0.1 -0.2
H -3.21486 -7.28383 -0.24582 -0.1 0.0 0.0
H -2.97506 -6.52950 1.34752 0.0 0.0 0.0
H -1.56591 -6.90952 0.31874 0.0 0.0 0.1
H -4.67120 -5.35041 -1.19865 0.0 0.0 0.0
H -4.19377 -3.68205 -0.79834 0.0 0.0 0.0
H -4.66109 -4.79612 0.49129 0.0 0.0 0.0
H -2.46598 -6.10930 -2.28291 0.0 0.0 0.0
H -0.96868 -5.39825 -1.65462 0.0 -0.1 0.1
H -2.26415 -4.34416 -2.30050 0.0 0.0 0.0
C 3.06316 5.50152 3.15916 0.0 0.0 0.0
Si 2.36722 5.12698 1.46215 0.1 0.0 0.0
C 3.27225 6.12125 0.16506 0.0 0.0 0.0
C 0.54923 5.54999 1.45872 0.0 -0.1 0.0
C 2.67552 3.36033 1.10395 -0.2 0.0 -0.1
C 2.88516 2.20478 0.82282 0.3 0.2 -0.1
H 2.96747 6.56658 3.38594 0.0 0.0 0.0
H 4.11715 5.22807 3.22926 0.0 0.0 0.0
H 2.51850 4.94718 3.92659 0.0 0.0 0.0
H 3.15819 7.19505 0.33479 0.0 0.0 0.0
H 2.88247 5.87906 -0.82477 0.0 0.0 0.0
H 4.33734 5.88020 0.16893 0.0 0.0 0.0
H 0.39787 6.57100 1.81928 0.0 0.0 0.0
H -0.00601 4.87768 2.11670 0.0 0.0 0.0
H 0.11919 5.47134 0.46004 0.0 0.0 -0.1
```
Positions in Å, forces in eV/Å.

Summary:
Net charge   -2
2S+1   1
Frontier orbital gap   0.1368 hartree

***

Density functional theory data (wB97M-V/def2-TZVPD) for a 11-piece molecular cluster, C57H60F6O9 overall at a distorted geometry.

The geometry in XYZ format:
```
132
Properties=species:S:1:pos:R:3:forces:R:3
C 28.98936 5.17845 -13.99328 -0.1 -0.8 -0.2
O 27.67381 5.09671 -14.57839 0.5 0.1 -0.4
C 26.84370 6.07359 -14.24683 -0.2 0.6 0.6
O 27.10648 7.04512 -13.59165 0.2 0.2 -0.1
O 25.63509 5.73418 -14.68119 1.8 2.6 -1.3
C 24.62380 6.72159 -14.71647 0.9 2.9 0.6
H 29.51866 4.33195 -14.42764 0.0 -0.1 0.2
H 28.84925 5.03776 -12.92584 0.4 0.2 0.1
H 29.56767 6.06296 -14.24500 -0.5 0.4 0.1
H 23.92992 6.58287 -15.53980 0.4 -0.3 0.0
H 25.03484 7.73063 -14.75248 0.5 -0.1 -0.3
H 24.06074 6.66321 -13.78151 1.7 1.7 -0.7
C 24.73825 2.11580 -11.98063 -0.7 0.8 0.2
O 24.83068 0.70287 -11.91218 0.8 0.5 -0.5
C 24.30480 0.08036 -10.87266 -0.8 -0.9 0.5
O 23.53347 0.48586 -10.04662 0.1 0.7 0.1
O 24.72542 -1.17136 -10.94469 0.7 -0.6 -0.6
C 24.39326 -2.14055 -9.95068 -0.4 1.3 0.1
H 25.18403 2.48330 -12.89807 -0.3 -0.5 -0.1
H 25.27640 2.65222 -11.19548 -0.1 -0.4 0.4
H 23.68754 2.40104 -11.95929 0.0 0.2 0.0
H 24.58898 -1.68681 -8.97830 -0.1 -0.3 0.1
H 25.06906 -2.96573 -10.14403 -0.2 -0.2 0.1
H 23.33032 -2.36648 -10.04429 0.1 -0.4 0.1
C 26.97992 1.89228 -14.86032 -0.4 -0.1 0.5
O 26.05683 2.35324 -15.86011 3.7 0.0 -0.9
C 25.60899 1.45567 -16.72662 0.2 -0.1 -1.1
O 25.78460 0.26733 -16.68575 0.9 1.5 -0.9
O 24.82658 2.13110 -17.57374 0.7 -0.3 -0.8
C 24.10298 1.41571 -18.55787 -0.7 -0.8 -1.0
H 26.35059 1.67220 -13.99767 0.5 -0.3 0.0
H 27.66876 2.69584 -14.62265 -0.2 0.2 -0.2
H 27.55367 1.02189 -15.16290 -0.2 -0.1 -0.1
H 24.55123 1.41226 -19.55374 0.5 0.5 0.2
H 23.11639 1.86018 -18.68227 0.0 0.2 0.4
H 23.97233 0.35529 -18.35311 0.1 0.1 0.6
F 18.44104 2.51638 -23.22042 -0.3 0.1 0.0
C 19.69804 2.57349 -22.76041 1.1 -0.8 0.3
C 20.15017 3.68386 -22.07303 -0.9 -0.5 -0.3
C 21.45760 3.70983 -21.59408 -1.3 1.0 -0.6
C 22.30549 2.67184 -21.89994 0.9 0.1 0.9
C 21.84245 1.54107 -22.53865 -0.1 -0.2 -0.1
C 20.52493 1.46399 -22.94696 -0.3 0.4 -0.6
H 19.39313 4.44682 -21.92998 0.4 0.3 0.2
H 21.68755 4.64366 -21.09619 0.7 -0.3 0.2
H 23.33369 2.70397 -21.55509 0.0 0.0 -0.1
H 22.51983 0.71295 -22.70261 -0.1 0.0 -0.1
H 20.15691 0.58975 -23.46799 -0.1 0.0 0.0
F 22.61547 -4.55044 -14.65992 -0.1 -0.1 0.0
C 23.50160 -3.53356 -14.69156 0.4 0.4 0.1
C 23.57173 -2.75422 -15.83432 0.5 -1.0 -0.5
C 24.57471 -1.79309 -15.96188 -0.8 -0.9 0.7
C 25.33110 -1.50990 -14.83354 0.6 0.3 0.1
C 25.22754 -2.26420 -13.67646 0.2 -0.8 -0.1
C 24.35982 -3.34824 -13.61975 -0.6 0.3 -0.1
H 23.01241 -3.14123 -16.68045 -0.1 0.4 0.2
H 24.81675 -1.29672 -16.88853 -0.6 -0.4 0.2
H 26.06466 -0.71641 -14.91187 -0.1 -0.4 0.3
H 25.90727 -2.13570 -12.84764 -0.1 0.4 0.0
H 24.29542 -4.00461 -12.76230 0.0 0.0 0.0
F 33.74556 0.40577 -11.78306 0.3 0.1 0.1
C 32.56935 1.03279 -11.90083 -1.0 0.5 0.0
C 32.19645 2.01891 -10.98902 0.3 0.2 -0.7
C 30.98331 2.68009 -11.20192 -0.2 -0.8 0.6
C 30.07534 2.17063 -12.12063 -0.8 0.0 -0.5
C 30.41519 1.13922 -12.96813 1.6 -0.1 -0.5
C 31.72765 0.67931 -12.94224 0.1 -0.7 0.4
H 32.90590 2.30971 -10.22687 -0.1 0.1 0.1
H 30.65748 3.47288 -10.54230 0.2 0.1 0.0
H 29.06014 2.52899 -12.25215 0.1 0.4 0.4
H 29.80742 0.70576 -13.74816 -0.5 0.4 0.2
H 32.08221 -0.02841 -13.68150 0.0 -0.2 0.1
F 21.88198 -0.49788 -17.49495 -0.1 0.3 0.0
C 21.41028 -0.93464 -18.67237 -0.6 -0.6 -0.5
C 21.72063 -2.22265 -19.05275 1.0 0.0 0.1
C 21.26997 -2.73566 -20.26519 0.0 0.4 0.1
C 20.45005 -1.95150 -21.06257 -0.9 0.2 0.1
C 20.04849 -0.68303 -20.62338 0.7 -0.8 -0.3
C 20.56848 -0.17244 -19.45859 -0.2 1.0 0.6
H 22.44102 -2.72133 -18.41193 -0.3 -0.3 -0.3
H 21.56024 -3.72976 -20.57472 0.0 0.0 0.0
H 20.00379 -2.35031 -21.96502 0.2 0.0 -0.1
H 19.39697 -0.04707 -21.19975 -0.1 -0.2 -0.1
H 20.26332 0.83184 -19.18258 0.2 -0.1 0.3
F 25.53980 0.64354 -23.19028 0.2 0.4 -0.1
C 25.73632 0.12531 -21.96344 -0.7 -0.6 -0.2
C 24.93697 -0.96117 -21.61649 0.4 -0.3 0.6
C 25.20014 -1.59113 -20.40981 -0.4 0.9 0.3
C 26.14515 -1.05992 -19.53373 0.4 -0.4 0.3
C 26.87413 0.07818 -19.85089 -0.5 -0.5 -1.0
C 26.67431 0.66194 -21.10964 0.5 0.0 0.3
H 24.12420 -1.38942 -22.18670 0.2 0.4 -0.6
H 24.50223 -2.36080 -20.10732 0.4 -0.3 0.1
H 26.36353 -1.56041 -18.59972 -0.2 0.0 0.1
H 27.60286 0.48570 -19.16695 0.0 0.0 0.0
H 27.30705 1.47971 -21.42793 -0.2 0.1 -0.1
F 27.64816 -0.10652 -12.55301 -0.1 0.0 -0.2
C 27.50544 -0.30707 -11.23026 1.1 -0.6 0.5
C 27.35235 0.77105 -10.39522 -0.6 -0.2 0.3
C 27.18258 0.52354 -9.02109 0.4 0.9 -1.1
C 27.34256 -0.74030 -8.53352 -0.2 -1.2 0.8
C 27.58791 -1.83463 -9.37671 0.2 1.1 0.0
C 27.69000 -1.59961 -10.73351 0.0 -0.2 -0.2
H 27.28335 1.76227 -10.82212 0.0 0.0 0.1
H 26.98521 1.37375 -8.38312 0.0 -0.1 0.2
H 27.27355 -0.91346 -7.46548 -0.1 0.0 0.0
H 27.75911 -2.82243 -8.97529 -0.1 0.0 0.0
H 27.94834 -2.43220 -11.37617 -0.1 0.2 -0.3
C 22.40538 2.60891 -15.61251 0.1 -0.7 0.4
C 23.74609 2.90768 -15.33459 -1.9 -0.1 0.5
C 24.07222 4.07745 -14.65281 -1.2 -2.4 0.4
C 23.03206 4.92143 -14.21558 -0.1 -1.9 0.2
C 21.72781 4.60210 -14.52164 -0.4 1.0 -0.5
C 21.39773 3.44410 -15.21393 -0.2 0.6 0.3
H 22.07558 1.65750 -16.01528 0.5 -0.1 -0.3
H 24.51614 2.19580 -15.60401 -2.7 1.2 1.6
H 25.11591 4.26394 -14.43030 -1.3 -1.3 0.1
H 23.29426 5.81870 -13.67091 -2.1 -2.2 0.3
H 20.99712 5.39443 -14.38419 -0.3 -0.4 0.5
H 20.35942 3.18814 -15.37820 0.0 0.1 -0.2
C 31.46746 1.66187 -16.12390 -0.5 -0.6 -0.3
C 30.61408 0.59556 -16.40449 -0.5 0.0 0.0
C 29.41975 0.82726 -17.07435 -0.1 0.3 -0.4
C 29.08557 2.10027 -17.52079 0.2 0.2 0.1
C 29.97318 3.16186 -17.33105 -0.4 -1.0 0.0
C 31.16051 2.90208 -16.66094 0.5 0.8 0.0
H 32.30830 1.49611 -15.46746 0.3 0.2 -0.3
H 30.80924 -0.43260 -16.12308 0.3 0.1 0.3
H 28.70808 0.03276 -17.26850 0.2 -0.2 0.1
H 28.14319 2.24047 -18.03672 0.0 0.2 0.0
H 29.71904 4.14824 -17.69126 0.2 0.1 -0.1
H 31.88655 3.70738 -16.61168 0.0 0.0 0.4
```
Positions in Å, forces in eV/Å.

Summary:
Net charge   0
SMILES   COC(=O)OC.COC(=O)OC.COC(=O)OC.Fc1ccccc1.Fc1ccccc1.Fc1ccccc1.Fc1ccccc1.Fc1ccccc1.Fc1ccccc1.c1ccccc1.c1ccccc1
2S+1   1
Frontier orbital gap   0.3374 hartree

***

Calculated relative energy (zero: lowest compared OMol25 entry of this formula, charge and spin) in order - 0.8952; 5.6955 eV